Entry 1:
The following is a quantum chemistry calculation of C35H49AsGeN2O6PS2Si2W as an isolated structure, from the Open Molecules 2025 dataset.

- <S²> = 0.76
- energy relative to the best compared isomer or geometry (same formula, charge and spin) (eV) = 0.195
- HOMO (alpha / beta) (eV) = -7.054 / -7.394
- spin multiplicity = 2
- maximum force (Eh/bohr) = 0.0674
- E_LUMO (alpha / beta) (eV) = -0.5 / -0.5
- HOMO-LUMO gap (alpha / beta) (eV) = 6.551 / 6.912

Element x y z (Å)
W: -2.702 -14.974 12.127
C: 3.729 -16.547 12.411
C: 2.267 -16.753 12.171
O: 1.503 -15.519 12.171
P: 0.162 -15.564 13.090
S: -2.760 -15.394 14.406
S: -1.131 -16.716 11.839
O: -0.530 -14.214 12.526
C: -0.338 -13.057 13.427
C: 0.756 -12.147 12.980
H: 4.219 -17.569 12.504
H: 3.907 -16.020 13.338
H: 4.238 -16.003 11.627
H: 1.795 -17.366 12.925
H: 2.162 -17.163 11.150
H: -0.073 -13.498 14.381
H: -1.317 -12.531 13.524
H: 1.783 -12.532 13.093
H: 0.684 -11.300 13.651
H: 0.631 -11.815 12.000
C: -5.261 -12.940 14.427
C: -4.823 -12.489 13.088
N: -3.974 -12.983 12.217
C: -3.917 -12.217 11.140
C: -4.820 -11.170 11.266
N: -5.260 -11.341 12.574
C: -5.166 -10.024 10.381
O: -4.571 -10.095 9.179
O: -5.927 -9.140 10.715
C: -2.927 -12.706 10.138
O: -2.795 -12.085 9.108
O: -2.214 -13.690 10.543
H: -4.647 -12.383 15.170
H: -5.185 -14.013 14.518
H: -6.283 -12.597 14.533
H: -6.011 -10.730 12.934
H: -3.986 -10.914 9.070
C: -6.240 -19.235 13.292
Si: -4.851 -18.073 13.609
C: -3.291 -19.085 13.611
C: -5.210 -17.153 15.160
As: -4.879 -16.362 11.846
Si: -6.873 -15.617 10.898
C: -7.738 -14.726 12.316
C: -7.695 -17.308 10.615
C: -6.493 -14.205 9.689
H: -6.012 -20.162 12.772
H: -7.088 -18.679 12.982
H: -6.535 -19.590 14.297
H: -3.054 -19.439 12.607
H: -3.520 -19.976 14.206
H: -2.471 -18.498 14.039
H: -5.100 -18.034 15.857
H: -6.199 -16.799 15.343
H: -4.424 -16.444 15.369
H: -8.555 -14.001 12.078
H: -7.045 -14.128 12.877
H: -8.075 -15.545 12.971
H: -8.410 -17.248 9.755
H: -8.286 -17.659 11.489
H: -7.010 -18.154 10.434
H: -7.447 -13.829 9.418
H: -5.934 -14.565 8.791
H: -5.910 -13.435 10.274
C: -3.580 -16.034 10.365
Ge: -2.906 -17.252 9.002
C: -3.376 -19.150 9.113
C: -4.028 -19.830 10.154
C: -4.267 -21.194 10.163
C: -3.986 -21.952 9.066
C: -3.276 -21.367 8.021
C: -3.034 -19.989 8.042
C: -0.982 -16.955 8.470
C: -0.628 -15.631 8.309
C: 0.642 -15.278 7.985
C: 1.570 -16.278 7.734
C: 1.238 -17.617 7.968
C: -0.055 -17.932 8.339
C: -4.053 -16.859 7.419
C: -5.225 -17.580 7.119
C: -6.054 -17.108 6.060
C: -5.730 -15.956 5.331
C: -4.567 -15.241 5.606
C: -3.689 -15.746 6.612
H: -3.931 -15.150 9.755
H: -4.452 -19.160 10.933
H: -4.853 -21.576 11.045
H: -4.162 -22.997 9.154
H: -3.122 -21.936 7.110
H: -2.618 -19.559 7.168
H: -1.237 -14.832 8.656
H: 0.960 -14.248 7.891
H: 2.602 -16.034 7.353
H: 1.990 -18.319 7.670
H: -0.198 -18.993 8.484
H: -5.475 -18.487 7.649
H: -6.937 -17.725 5.756
H: -6.392 -15.576 4.547
H: -4.361 -14.321 5.170
H: -2.775 -15.288 6.749

---

Entry 2:
The following is a quantum chemistry calculation of an isolated molecule of C19H21N3O4, from the Open Molecules 2025 dataset.

- SMILES = COc1ccc(OCC(=O)Nc2ncc3c(n2)CC(C)(C)CC3=O)cc1
- energy relative to the best compared isomer or geometry (same formula, charge and spin) (eV) = 1.729
- HOMO (eV) = -8.109
- maximum force (Eh/bohr) = 0.0132
- E_LUMO (eV) = -0.1
- HOMO-LUMO gap (eV) = 8.038

Element x y z (Å)
C: 1.716 -5.636 -2.603
O: 2.128 -4.663 -1.674
C: 1.177 -3.879 -1.092
C: 1.642 -2.936 -0.172
C: 0.765 -2.094 0.470
C: -0.606 -2.169 0.216
O: -1.388 -1.288 0.918
C: -2.731 -1.119 0.543
C: -2.957 -0.803 -0.932
O: -3.876 -1.274 -1.559
N: -2.041 0.010 -1.548
C: -1.048 0.795 -1.012
N: -0.074 1.123 -1.862
C: 0.917 1.836 -1.367
C: 0.957 2.240 -0.032
C: -0.159 1.908 0.749
N: -1.154 1.197 0.245
C: -0.272 2.330 2.174
C: 0.614 3.537 2.505
C: 0.646 3.746 4.020
C: 0.062 4.796 1.832
C: 2.035 3.254 1.997
C: 2.091 3.015 0.506
O: 2.999 3.407 -0.191
C: -1.071 -3.104 -0.695
C: -0.186 -3.953 -1.344
H: 2.627 -6.135 -2.930
H: 1.222 -5.183 -3.469
H: 1.046 -6.371 -2.146
H: 2.702 -2.882 0.017
H: 1.118 -1.363 1.180
H: -3.333 -2.007 0.782
H: -3.086 -0.274 1.140
H: -2.064 0.004 -2.563
H: 1.718 2.096 -2.045
H: -1.320 2.534 2.399
H: 0.023 1.473 2.789
H: 1.261 4.606 4.272
H: -0.358 3.920 4.399
H: 1.056 2.873 4.524
H: -0.933 5.023 2.209
H: -0.001 4.669 0.753
H: 0.708 5.647 2.035
H: 2.710 4.075 2.244
H: 2.420 2.350 2.479
H: -2.123 -3.193 -0.916
H: -0.586 -4.667 -2.046

---

Entry 3:
The following is a quantum chemistry calculation of a 2-piece molecular cluster, C4H11INO overall, from the Open Molecules 2025 dataset.

- energy relative to the best compared isomer or geometry (same formula, charge and spin) (eV) = 4.725
- HOMO (eV) = -12.300
- maximum force (Eh/bohr) = 0.0929
- E_LUMO (eV) = -3.9
- total charge = +1
- HOMO-LUMO gap (eV) = 8.377

Element x y z (Å)
C: -1.850 0.030 1.519
C: -0.902 0.973 0.825
C: 0.096 -0.325 -2.283
C: 0.879 -0.537 0.376
N: 2.180 -0.785 0.357
O: 0.485 0.533 0.867
I: 1.067 1.377 -3.139
H: -2.885 0.347 1.155
H: -1.632 -1.048 1.328
H: -2.063 0.306 2.577
H: -0.892 1.946 1.344
H: -1.035 1.202 -0.198
H: 0.396 -1.109 -2.933
H: -0.998 -0.144 -2.317
H: 0.194 -1.201 -0.347
H: 2.664 -0.322 1.131
H: 0.959 2.092 -4.586
H: 2.484 -1.725 0.076

---

Entry 4:
The following is a quantum chemistry calculation of a 2-piece molecular cluster, C6H12N3O overall, from the Open Molecules 2025 dataset.

- energy relative to the best compared isomer or geometry (same formula, charge and spin) (eV) = 7.035
- HOMO (eV) = -11.813
- maximum force (Eh/bohr) = 0.0961
- E_LUMO (eV) = -4.1
- total charge = +1
- HOMO-LUMO gap (eV) = 7.674

Element x y z (Å)
C: 1.150 -0.856 -0.070
C: 2.456 -0.881 -0.336
C: -3.705 2.075 0.930
C: 4.255 0.893 -0.102
C: -3.031 -1.048 -1.151
C: 3.556 -0.332 0.608
N: -3.013 1.081 0.814
N: -2.614 -0.007 0.985
N: -2.680 -1.014 0.219
O: -0.046 -0.825 0.012
H: 2.697 -1.430 -1.266
H: -3.274 3.092 0.494
H: -4.661 2.107 1.450
H: 4.437 0.592 -1.120
H: 5.065 1.206 0.536
H: 3.416 1.617 -0.114
H: -3.969 -1.465 -1.605
H: -3.038 -0.006 -1.660
H: -2.367 -1.669 -1.712
H: 3.123 -0.233 1.617
H: 4.311 -1.136 0.915
H: -2.070 -1.761 0.557

---

Entry 5:
The following is a quantum chemistry calculation of C23H20ClHfNO3P as an isolated structure, from the Open Molecules 2025 dataset.

- HOMO (eV) = -11.187
- maximum force (Eh/bohr) = 0.1241
- E_LUMO (eV) = -6.1
- total charge = +1
- HOMO-LUMO gap (eV) = 5.054

Element x y z (Å)
C: -1.192 -1.598 1.495
C: -1.050 -2.066 0.146
C: 0.417 -2.193 -0.148
H: -1.859 -2.310 -0.536
C: 1.134 -1.694 1.014
C: 0.154 -1.244 2.019
H: 0.409 -1.083 3.080
H: -2.088 -1.093 1.843
H: 0.841 -2.704 -1.004
H: 2.204 -1.681 1.170
Hf: 0.117 0.217 0.080
Cl: 2.107 1.435 0.087
P: 0.002 0.340 -2.584
C: 1.274 -0.748 -3.190
C: 0.935 -1.467 -4.345
H: -0.092 -1.417 -4.729
C: 1.935 -2.196 -4.970
H: 1.677 -2.740 -5.876
C: 3.235 -2.213 -4.445
H: 4.006 -2.791 -4.955
C: 3.555 -1.499 -3.282
H: 4.570 -1.507 -2.883
C: 2.574 -0.760 -2.629
H: 2.800 -0.185 -1.724
C: -1.628 -0.163 -3.076
C: -2.053 -1.504 -2.938
H: -1.395 -2.267 -2.504
C: -3.328 -1.828 -3.388
H: -3.662 -2.863 -3.320
C: -4.152 -0.835 -3.938
H: -5.145 -1.097 -4.304
C: -3.724 0.498 -4.024
H: -4.354 1.276 -4.448
C: -2.464 0.855 -3.568
H: -2.086 1.883 -3.612
C: 0.341 2.026 -3.021
C: 0.875 2.116 -4.313
H: 1.109 1.191 -4.859
C: 1.068 3.382 -4.841
H: 1.463 3.445 -5.851
C: 0.756 4.516 -4.079
H: 0.916 5.500 -4.519
C: 0.249 4.404 -2.777
H: 0.013 5.294 -2.195
C: 0.027 3.149 -2.213
H: -0.359 3.041 -1.188
O: -1.214 0.034 4.116
N: 0.038 0.161 3.898
O: 0.708 1.060 4.242
O: -0.120 0.774 1.835

---

Entry 6:
The following is a quantum chemistry calculation of C36H53NP2Pd as an isolated structure, from the Open Molecules 2025 dataset.

- <S²> = 6.05
- energy relative to the best compared isomer or geometry (same formula, charge and spin) (eV) = 0.564
- HOMO (alpha / beta) (eV) = -12.208 / -12.726
- spin multiplicity = 5
- maximum force (Eh/bohr) = 0.1021
- E_LUMO (alpha / beta) (eV) = -5.9 / -7.4
- total charge = +2
- HOMO-LUMO gap (alpha / beta) (eV) = 6.276 / 5.323

Element x y z (Å)
Pd: 0.119 -1.884 -3.447
C: -0.175 -3.157 1.183
C: 1.132 -3.123 0.625
C: 1.083 -1.647 2.402
C: -0.211 -2.245 2.275
C: 1.908 -2.179 1.362
C: -1.328 -4.003 0.806
H: -1.071 -4.680 -0.016
H: -2.198 -3.395 0.500
H: -1.682 -4.617 1.653
C: -1.363 -2.048 3.185
H: -2.247 -2.582 2.806
H: -1.614 -0.981 3.278
H: -1.146 -2.435 4.194
C: 1.526 -0.768 3.499
H: 1.416 -1.272 4.475
H: 0.940 0.161 3.555
H: 2.581 -0.506 3.369
C: 3.353 -1.928 1.194
H: 3.904 -2.386 2.034
H: 3.601 -0.858 1.183
H: 3.752 -2.364 0.268
C: 1.675 -3.978 -0.446
H: 1.755 -5.017 -0.063
H: 2.699 -3.666 -0.722
H: 1.048 -3.960 -1.361
C: -0.348 -0.632 -5.061
C: -0.806 -1.960 -5.223
C: 0.071 -2.957 -5.927
C: 1.590 -2.940 -5.518
C: 1.908 -2.514 -4.094
C: 2.047 -1.152 -3.677
C: 2.129 -0.051 -4.695
C: 0.929 -0.132 -5.679
H: -0.024 -2.836 -7.009
H: 2.190 -2.373 -6.248
H: -0.305 -3.958 -5.691
H: 1.224 -0.769 -6.513
H: -1.054 0.145 -4.725
H: -1.872 -2.172 -5.036
H: 0.736 0.873 -6.064
H: 2.132 0.942 -4.205
H: 2.468 -0.935 -2.694
H: 3.112 -0.129 -5.205
H: 1.928 -3.986 -5.582
H: 2.438 -3.222 -3.440
P: -1.239 -0.619 -0.672
P: 1.668 0.984 -0.227
C: -1.018 1.043 -1.472
C: 0.296 1.819 -1.223
H: -1.865 1.698 -1.182
H: -1.095 0.835 -2.560
H: 0.723 2.093 -2.209
H: 0.087 2.766 -0.686
C: 1.637 1.924 1.339
H: 2.423 1.529 2.001
H: 0.671 1.794 1.850
H: 1.810 2.990 1.131
C: 3.066 1.782 -1.105
H: 2.776 2.802 -1.396
H: 3.310 1.195 -2.004
H: 3.944 1.798 -0.445
C: -2.526 -0.193 0.530
H: -3.015 -1.100 0.920
H: -3.261 0.398 -0.037
H: -2.124 0.405 1.347
C: -2.448 -1.300 -1.911
H: -3.302 -1.727 -1.378
H: -1.991 -2.073 -2.565
H: -2.777 -0.434 -2.513
C: -3.261 3.736 0.055
C: -1.925 4.087 0.270
C: -1.249 3.615 1.395
C: -1.894 2.726 2.294
C: -3.264 2.433 2.088
C: -3.942 2.941 0.987
N: -1.201 2.057 3.286
C: -0.796 2.677 4.424
C: -0.518 1.873 5.574
C: -0.276 2.467 6.804
C: -0.236 3.866 6.919
C: -0.409 4.669 5.791
C: -0.663 4.096 4.552
H: -3.777 4.100 -0.839
H: -1.394 4.738 -0.429
H: -0.220 3.897 1.609
H: -3.743 1.757 2.801
H: -4.995 2.702 0.843
H: -0.578 0.791 5.446
H: -0.120 1.840 7.682
H: -0.063 4.331 7.893
H: -0.366 5.759 5.862
H: -0.808 4.710 3.655